Below is 9 unconnected molecules or ions with the total composition C16H42F3N16O16PS at a distorted geometry, with properties calculated with wB97M-V/def2-TZVPD.

The energy is -3754.3328 Ha.

Last column: Löwdin charge in e.
Atoms and positions in Å:
S  1.25  0.57  -0.16  0.60
P  3.22  -1.69  2.37  0.46
F  -2.31  -0.13  0.48  0.13
F  -3.84  0.10  2.01  0.09
F  -2.24  1.58  1.87  0.17
O  3.15  -2.65  1.11  -0.06
O  4.76  -1.30  2.49  -0.08
O  2.57  0.35  0.73  -0.14
O  -1.44  0.12  6.63  0.01
O  -4.69  1.79  4.89  0.02
O  -1.89  -1.94  2.54  0.04
O  0.35  -0.52  0.52  -0.15
O  2.29  1.14  -10.48  0.02
O  -7.08  1.53  -1.40  0.02
O  1.12  6.50  2.31  0.02
O  2.13  -8.78  -5.43  0.02
O  2.65  -2.30  3.57  -0.22
O  3.10  0.60  -5.10  0.00
O  1.55  0.33  -1.53  -0.23
O  3.22  -4.80  -2.11  -0.01
O  0.67  1.84  0.10  -0.20
N  -3.57  0.42  7.33  0.16
N  2.59  1.26  -8.23  0.15
N  -6.21  0.85  3.49  0.17
N  2.04  -8.25  -3.22  0.15
N  3.06  -6.83  -4.71  0.16
N  3.07  -0.68  -9.38  0.14
N  4.63  2.28  -5.29  0.15
N  -2.44  -1.54  7.80  0.14
N  1.04  -4.23  -2.43  0.16
N  0.74  8.46  1.23  0.15
N  -5.10  0.93  -0.46  0.16
N  -6.80  1.44  5.65  0.15
N  3.54  1.89  -3.29  0.17
N  2.74  -2.86  -3.18  0.17
N  -5.40  0.81  -2.75  0.15
N  -1.03  7.14  1.93  0.15
C  2.39  -4.01  -2.55  -0.69
C  -0.24  -0.13  2.94  -0.03
C  -2.43  -0.30  7.22  -0.68
C  -2.50  0.26  1.76  -0.52
C  -1.70  -0.57  2.77  -0.25
C  1.38  3.17  2.90  0.16
C  -5.94  1.12  -1.53  -0.68
C  2.39  -8.01  -4.52  -0.69
C  2.17  -0.20  2.01  -0.40
C  -5.82  1.39  4.68  -0.67
C  0.33  7.31  1.85  -0.68
C  2.55  0.81  3.11  -0.15
C  3.72  1.53  -4.59  -0.67
C  0.72  -0.71  1.93  -0.23
C  2.62  0.62  -9.43  -0.69
C  1.96  2.13  2.94  -0.12
H  2.26  2.21  -8.23  0.10
H  0.71  -1.79  2.02  0.14
H  3.35  -6.61  -5.64  0.10
H  -7.73  1.11  5.50  0.09
H  1.73  8.61  1.15  0.10
H  3.27  -6.20  -3.96  0.06
H  4.04  2.64  -2.85  0.10
H  -7.13  0.50  3.32  0.10
H  5.14  3.04  -4.89  0.09
H  -1.61  -2.09  7.72  0.10
H  0.75  -5.06  -1.96  0.10
H  -1.69  7.80  1.56  0.09
H  -4.17  0.59  -0.54  0.07
H  -5.47  1.16  0.44  0.08
H  2.08  -2.20  -3.54  0.10
H  0.35  -3.60  -2.78  0.10
H  -1.54  -2.18  1.68  0.10
H  4.91  -0.80  3.30  0.09
H  -3.24  -1.91  8.28  0.09
H  2.86  0.84  -7.36  0.05
H  4.78  2.04  -6.25  0.09
H  3.11  -1.19  -10.24  0.10
H  -4.47  0.47  -2.87  0.09
H  -4.39  0.08  7.80  0.09
H  -0.21  0.95  2.91  0.12
H  1.55  -9.10  -3.03  0.10
H  0.10  -0.48  3.90  0.15
H  -6.55  1.83  6.53  0.10
H  3.91  -2.50  0.53  0.10
H  3.63  0.94  3.04  0.12
H  0.11  9.14  0.85  0.09
H  -1.36  6.31  2.39  0.10
H  2.87  1.36  -2.76  0.06
H  2.32  0.40  4.09  0.14
H  0.94  4.14  2.82  0.02
H  -2.19  -0.36  3.72  0.16
H  3.72  -2.68  -3.29  0.11
H  -5.99  0.93  -3.55  0.10
H  -5.52  0.80  2.76  0.06
H  3.34  -1.13  -8.53  0.09
H  2.26  -7.63  -2.47  0.08
H  -3.61  1.33  6.90  0.08

Below is a molecular structure, C16H43AlBr3FN6O5P2 at a distorted geometry, with properties calculated with wB97M-V/def2-TZVPD.

The energy is -10086.4781 Ha. The charge is +2.

Last column: Löwdin charge in e.
Atoms and positions in Å:
Br  2.12  9.31  15.35  0.67
Br  3.78  6.69  15.92  0.62
Br  5.50  9.21  15.51  0.61
P  7.09  6.27  9.32  0.69
P  1.34  11.83  11.55  0.72
Al  3.39  9.07  8.72  0.99
F  3.42  8.51  11.56  -0.57
O  6.08  7.31  8.85  -0.36
O  1.75  11.19  10.23  -0.38
O  1.47  4.23  9.71  -0.01
O  2.16  4.68  11.72  0.01
O  2.21  6.38  10.12  0.00
N  0.16  10.87  12.41  -0.19
N  7.42  6.32  11.02  -0.23
N  2.62  12.19  12.67  -0.20
N  8.71  6.38  8.64  -0.22
N  6.66  4.66  8.90  -0.29
N  0.56  13.39  11.33  -0.26
C  9.60  5.16  8.58  -0.07
C  3.90  11.46  12.70  -0.04
C  2.66  5.39  12.80  -0.09
C  1.94  5.24  10.51  -0.52
C  5.65  3.99  9.71  -0.08
C  1.11  4.59  8.36  -0.03
C  1.35  14.54  10.72  -0.06
C  9.36  7.73  8.64  -0.06
C  6.72  4.24  7.47  -0.07
C  8.40  5.48  11.64  -0.10
C  -0.90  13.49  11.25  -0.12
C  3.83  8.39  14.98  -1.55
C  2.52  13.03  13.75  -0.12
C  6.67  7.16  11.93  -0.09
C  -0.41  11.32  13.70  -0.07
C  0.23  9.41  12.36  -0.06
H  0.34  4.07  7.80  0.10
H  7.52  4.62  6.84  0.08
H  -1.32  10.76  13.90  0.11
H  1.80  13.84  13.63  0.10
H  -1.18  13.71  10.22  0.09
H  10.40  5.26  7.84  0.10
H  -1.38  14.31  11.78  0.09
H  4.65  4.33  9.46  0.09
H  -0.65  9.02  12.87  0.11
H  2.20  5.04  13.73  0.08
H  6.08  6.53  12.60  0.09
H  7.27  7.92  12.43  0.10
H  2.20  12.47  14.63  0.09
H  0.26  9.16  11.29  0.10
H  -1.51  12.65  11.59  0.07
H  8.28  5.36  12.72  0.10
H  3.83  10.53  13.25  0.04
H  -0.62  12.39  13.75  0.09
H  9.94  8.08  9.49  0.09
H  9.17  4.18  8.43  0.08
H  3.75  5.39  12.85  0.08
H  3.50  13.45  13.99  0.12
H  8.39  4.46  11.26  0.09
H  0.83  15.50  10.82  0.09
H  9.40  5.92  11.67  0.10
H  1.17  9.13  12.83  0.03
H  10.12  5.18  9.54  0.07
H  0.76  5.63  8.31  0.09
H  2.04  4.51  7.79  0.09
H  2.34  14.66  11.14  0.07
H  0.31  11.02  14.46  0.01
H  1.49  14.49  9.64  0.09
H  3.88  8.21  13.91  -0.06
H  4.02  11.26  11.63  0.07
H  6.66  3.15  7.36  0.10
H  4.70  12.17  12.92  0.11
H  5.71  2.92  9.52  0.10
H  8.56  8.47  8.57  0.08
H  5.88  4.05  10.78  0.08
H  5.88  7.75  11.48  0.06
H  10.00  7.72  7.76  0.10
H  2.41  6.45  12.80  0.07
H  5.86  4.76  7.05  0.09

Below is a molecular structure, C16H43BrInN3P, with properties calculated with wB97M-V/def2-TZVPD.

The energy is -3905.2020 Ha. The charge is -1.

Last column: Löwdin charge in e.
Atoms and positions in Å:
In  4.69  2.31  0.36  0.13
Br  5.55  1.88  -2.11  -0.19
P  2.54  1.00  0.52  0.62
N  7.57  1.34  1.07  -0.23
N  -1.02  -2.20  -2.31  -0.20
N  -4.46  1.04  1.23  -0.20
C  -2.33  2.29  1.91  -0.08
C  -5.11  1.12  2.52  -0.28
C  -3.50  2.09  0.94  -0.24
C  -1.91  -1.60  -4.63  -0.08
C  -0.50  -3.55  -2.41  -0.26
C  -2.16  -1.89  -3.15  -0.26
C  -2.95  -0.97  1.73  -0.08
C  -5.80  2.46  2.76  -0.10
C  1.57  1.49  2.03  -0.42
C  -0.49  0.19  -1.86  -0.10
C  8.38  0.32  1.69  -0.19
C  -4.04  -0.31  0.88  -0.25
C  0.27  -3.94  -3.68  -0.09
C  0.02  -1.18  -2.26  -0.26
C  6.28  1.56  1.73  -0.39
C  3.12  -0.75  0.85  -0.39
H  -1.05  -0.94  -4.78  0.07
H  -4.42  0.93  3.36  0.10
H  -1.01  0.14  -0.90  0.06
H  -3.12  1.92  -0.07  0.11
H  -1.87  3.26  1.73  0.08
H  4.51  4.07  0.51  -0.13
H  0.91  0.66  2.29  0.01
H  4.21  -0.80  0.82  -0.01
H  -1.96  -0.56  1.52  0.05
H  0.91  2.30  1.73  0.00
H  0.57  -1.10  -3.21  0.11
H  -2.88  -2.71  -3.06  0.11
H  -6.51  2.68  1.97  0.08
H  -6.35  2.43  3.71  0.07
H  -0.40  -4.08  -4.53  0.05
H  -4.93  -0.94  0.91  0.11
H  -3.15  -0.87  2.80  0.06
H  0.35  0.87  -1.75  0.04
H  -1.34  -4.25  -2.28  0.11
H  9.25  0.07  1.09  0.06
H  5.93  0.63  2.20  0.01
H  2.75  -1.41  0.07  -0.01
H  7.82  -0.61  1.87  0.06
H  0.75  -1.50  -1.51  0.11
H  2.14  1.75  2.92  0.01
H  -5.09  3.28  2.83  0.06
H  -1.56  1.53  1.76  0.04
H  0.79  -4.88  -3.52  0.07
H  -2.64  2.26  2.95  0.07
H  0.16  -3.71  -1.55  0.11
H  -1.74  -2.51  -5.21  0.05
H  -1.17  0.62  -2.61  0.06
H  2.83  -1.10  1.83  0.02
H  -2.78  -1.10  -5.06  0.07
H  1.01  -3.19  -3.95  0.07
H  -4.05  3.04  0.87  0.10
H  -5.87  0.34  2.56  0.11
H  7.46  1.18  0.08  0.02
H  -2.67  -1.03  -2.71  0.09
H  6.41  2.28  2.54  0.02
H  8.74  0.67  2.66  0.07
H  -3.72  -0.30  -0.16  0.10
H  -2.91  -2.04  1.50  0.07

Below is a molecular structure, C16H43ClLaO6Si2 at a distorted geometry, with properties calculated with wB97M-V/def2-TZVPD.

The energy is -2156.9275 Ha. The charge is +1.

Last column: Löwdin charge in e.
Atoms and positions in Å:
La  -0.10  -0.03  2.68  1.71
Cl  0.28  0.92  5.54  0.97
Si  3.38  0.40  1.41  0.26
Si  -3.36  -0.08  1.90  0.34
O  1.51  1.54  6.07  -0.26
O  0.67  -0.60  4.77  -0.54
O  -0.23  1.75  4.09  -0.57
O  -0.90  0.72  6.42  -0.27
O  0.63  0.60  -2.45  -0.13
O  -0.47  -1.06  -1.19  -0.19
C  -4.20  0.02  3.56  -0.18
C  4.39  -0.76  0.35  -0.20
C  4.22  0.23  3.09  -0.18
C  0.12  1.97  -2.28  -0.16
C  -1.76  -1.12  -3.41  -0.07
C  -1.74  -0.88  -1.94  -0.19
C  -2.98  1.65  1.29  -0.17
C  1.92  0.29  -3.05  -0.17
C  3.72  2.17  0.89  -0.18
C  0.23  -2.29  -1.59  -0.24
C  1.89  0.56  -4.49  -0.06
C  1.74  -0.04  1.18  -0.44
C  -1.87  -1.12  1.96  -0.51
C  -0.45  -3.52  -1.11  -0.05
C  -0.74  2.33  -3.42  -0.06
C  -4.60  -0.85  0.74  -0.18
H  1.05  0.06  -5.01  0.09
H  -2.08  0.13  -1.69  0.12
H  -0.53  -3.56  -0.01  0.09
H  0.31  -0.08  -1.65  0.08
H  -4.66  -1.94  0.89  0.04
H  -1.65  1.70  -3.49  0.08
H  -3.44  2.42  1.94  0.05
H  2.82  0.18  -4.96  0.11
H  -0.24  2.29  -4.40  0.08
H  -1.00  -0.55  -3.97  0.06
H  2.13  -0.76  -2.83  0.13
H  -4.46  -0.99  3.93  0.05
H  4.08  -1.80  0.50  0.03
H  -2.44  -1.58  -1.46  0.12
H  3.16  2.45  -0.01  0.01
H  3.44  2.88  1.69  0.03
H  0.14  -4.41  -1.40  0.11
H  1.31  -1.14  1.46  0.01
H  4.79  2.33  0.68  0.05
H  2.67  0.89  -2.52  0.13
H  -1.71  -1.31  3.12  0.00
H  1.26  -2.23  -1.22  0.12
H  -5.61  -0.44  0.91  0.04
H  4.30  -0.54  -0.72  0.01
H  0.35  -2.28  -2.68  0.12
H  -1.65  -2.18  -3.69  0.09
H  -3.35  1.82  0.27  0.03
H  0.98  2.62  -2.15  0.14
H  -5.13  0.60  3.51  0.04
H  3.92  -0.68  3.63  0.03
H  5.47  -0.71  0.59  0.03
H  0.85  0.74  0.89  -0.01
H  -1.45  -3.67  -1.52  0.09
H  -4.36  -0.67  -0.32  0.01
H  4.02  1.10  3.73  0.03
H  -1.99  -2.11  1.60  -0.02
H  1.84  1.63  -4.73  0.09
H  -0.45  1.98  -1.35  0.13
H  -1.89  1.84  1.28  -0.01
H  -1.10  3.37  -3.30  0.11
H  -2.75  -0.80  -3.83  0.12
H  -3.55  0.49  4.32  0.03
H  5.32  0.18  2.97  0.04

Below is a molecular structure, C16H43GaN9O19 at a distorted geometry, with properties calculated with wB97M-V/def2-TZVPD.

The energy is -4481.4698 Ha. The charge is -1.

Last column: Löwdin charge in e.
Atoms and positions in Å:
Ga  -2.62  2.62  -2.07  0.22
O  2.51  2.16  2.09  0.03
O  3.52  -2.98  3.34  0.04
O  8.56  5.67  0.05  0.07
O  8.04  1.00  1.46  0.04
O  -3.50  1.25  7.44  0.04
O  9.36  3.82  -0.82  0.03
O  -5.24  0.80  6.16  0.04
O  2.25  -2.60  1.58  0.06
O  -4.28  2.08  2.03  0.04
O  -8.01  1.78  3.97  0.03
O  1.25  0.35  2.14  0.05
O  -1.09  -1.29  -3.98  -0.30
O  2.28  -5.59  -2.85  0.02
O  1.00  -5.59  -5.87  0.01
O  6.16  0.30  0.56  0.04
O  3.39  -3.70  -2.93  0.05
O  -3.60  0.01  2.35  0.04
O  -9.88  0.63  3.71  0.06
O  -0.26  -7.40  -5.81  0.06
N  2.56  -3.23  2.60  -0.41
N  -9.23  1.68  3.79  -0.40
N  7.04  1.14  0.74  -0.41
N  2.43  -4.42  -3.21  -0.41
N  2.34  0.93  2.15  -0.41
N  0.83  -6.82  -5.80  -0.39
N  -4.17  1.37  6.40  -0.41
N  -4.45  0.91  2.38  -0.43
N  9.48  4.91  -0.25  -0.40
C  -0.65  -0.44  -1.65  -0.17
C  -0.18  -0.39  -3.22  -0.21
C  -9.99  2.96  3.67  0.04
C  -5.41  1.46  -1.60  -0.19
C  -0.65  2.33  -1.54  -0.36
C  3.56  0.09  2.26  0.04
C  10.87  5.34  0.09  0.04
C  1.37  -3.82  -4.06  0.03
C  2.05  -7.66  -5.69  0.04
C  -5.80  0.53  2.88  0.02
C  -0.32  0.91  -0.78  -0.29
C  -3.93  1.16  -1.42  -0.31
C  6.90  2.44  0.04  0.04
C  -2.37  -0.64  -4.29  -0.14
C  -3.63  2.27  5.35  0.05
C  1.70  -4.39  2.98  0.04
H  -2.39  0.52  -4.16  0.04
H  -1.00  0.88  0.20  0.11
H  -6.45  1.41  2.86  0.06
H  3.27  -0.96  2.31  0.04
H  -3.55  3.27  5.79  0.11
H  -5.68  0.18  3.91  0.08
H  -2.80  2.72  -3.69  -0.10
H  -2.65  1.89  5.06  0.11
H  11.29  4.59  0.76  0.10
H  2.34  -5.28  2.98  0.10
H  0.90  -4.49  2.24  0.10
H  -6.19  -0.25  2.23  0.11
H  0.92  -0.78  -3.42  0.12
H  -2.64  -0.86  -5.42  0.09
H  -9.59  3.50  2.81  0.11
H  -9.85  3.52  4.59  0.10
H  0.97  -2.96  -3.52  0.08
H  1.75  -8.71  -5.64  0.10
H  0.80  0.94  -0.36  0.09
H  -3.19  4.04  -1.51  -0.11
H  2.58  -7.36  -4.79  0.09
H  -0.01  -1.32  -1.14  0.11
H  -4.31  2.28  4.50  0.07
H  2.66  -7.47  -6.58  0.10
H  11.43  5.40  -0.84  0.10
H  -0.34  3.19  -0.79  0.05
H  -0.25  0.66  -3.73  0.11
H  0.59  -4.57  -4.23  0.08
H  -3.67  0.13  -0.94  0.01
H  -3.28  -1.07  -3.65  0.10
H  10.82  6.31  0.58  0.10
H  -6.21  1.34  -0.75  0.01
H  0.07  2.42  -2.46  0.03
H  -11.05  2.72  3.51  0.09
H  4.17  0.28  1.37  0.07
H  5.99  2.43  -0.55  0.11
H  -5.70  1.92  -2.67  0.04
H  7.78  2.56  -0.61  0.07
H  1.83  -3.53  -5.00  0.11
H  -1.78  -0.79  -1.53  0.10
H  1.30  -4.19  3.97  0.10
H  4.09  0.39  3.17  0.11
H  6.86  3.22  0.80  0.10

Below is a molecular structure, C16H44AgN5O7 at a distorted geometry, with properties calculated with wB97M-V/def2-TZVPD.

Its spin multiplicity is 2. The energy is -1582.7005 Ha. The charge is +1.

Last column: Löwdin spin population.
Atoms and positions in Å:
Ag  4.93  -1.54  4.01  0.00
O  5.45  4.87  -5.44  0.00
O  1.60  -0.08  -0.76  0.38
O  -4.17  -1.91  -5.15  0.00
O  0.21  -1.21  0.41  0.31
O  -1.40  7.39  2.56  0.00
O  2.32  -1.57  0.54  0.37
O  -0.69  -6.90  5.95  0.00
N  1.36  -0.98  0.02  -0.05
N  -4.19  -3.19  -2.20  0.00
N  -0.87  -6.10  8.51  0.00
N  6.66  2.72  -2.63  0.00
N  -1.75  4.73  1.40  0.00
C  -1.51  -7.33  8.12  0.00
C  7.91  3.23  -4.58  0.00
C  -2.13  5.56  -0.71  0.00
C  -0.76  -6.06  4.76  0.00
C  5.39  3.95  -4.32  0.00
C  -1.38  5.81  0.53  0.00
C  -1.70  7.19  1.14  0.00
C  -3.49  -3.68  -3.37  0.00
C  6.78  3.78  -3.68  0.00
C  -2.63  -7.60  9.10  0.00
C  -2.92  -1.22  -5.04  0.00
C  -4.32  -3.27  -4.64  0.00
C  -1.08  8.73  2.93  0.00
C  -1.92  -7.21  6.61  0.00
C  4.94  4.48  -6.65  0.00
C  -3.47  -5.22  -3.16  0.00
H  -3.49  -6.96  8.94  0.00
H  -1.22  7.94  0.51  0.00
H  -3.13  -0.18  -5.27  0.00
H  -1.58  -5.38  8.54  0.00
H  4.70  4.19  -3.50  0.00
H  -0.28  -5.80  7.75  0.00
H  -3.09  5.06  -0.56  0.00
H  0.04  -6.36  4.08  0.00
H  -0.87  -8.19  8.29  0.00
H  -2.77  7.42  1.14  0.00
H  -4.50  -5.56  -3.07  0.00
H  -1.16  8.82  4.01  0.00
H  -2.30  -1.79  -5.73  0.00
H  -2.25  -7.34  10.09  0.00
H  -5.38  -3.45  -4.51  0.00
H  -2.74  -5.62  -3.87  0.00
H  -2.50  -1.18  -4.04  0.00
H  7.56  2.34  -5.10  0.00
H  3.98  3.97  -6.51  0.00
H  -0.08  9.05  2.64  0.00
H  7.01  4.74  -3.23  0.00
H  -4.12  -3.91  -5.50  0.00
H  -1.60  4.94  -1.44  0.00
H  5.87  2.19  -2.96  0.00
H  -4.59  -2.29  -2.44  0.00
H  4.84  5.34  -7.31  0.00
H  8.18  3.97  -5.33  0.00
H  -2.65  -6.42  6.44  0.00
H  -2.45  -3.34  -3.34  0.00
H  -1.68  -6.34  4.24  0.00
H  -0.59  -4.99  4.89  0.00
H  -1.78  9.40  2.43  0.00
H  -0.32  5.67  0.29  0.00
H  -2.73  4.54  1.22  0.00
H  6.37  3.31  -1.87  0.00
H  -3.48  -3.04  -1.50  0.00
H  5.06  2.94  -4.53  0.00
H  -2.84  -8.67  9.10  0.00
H  -3.01  -5.44  -2.20  0.00
H  -2.34  6.51  -1.19  0.00
H  -2.28  -8.15  6.19  0.00
H  5.55  3.70  -7.10  0.00
H  8.81  3.13  -3.98  0.00
H  -1.34  3.89  1.03  0.00